Here is a molecular structure, C19H24N5OPtS from the OMol25 dataset. Energies are from the ωB97M-V functional and the def2-TZVPD basis.

Geometry as ORCA input:
```
! RIJCOSX wB97M-V def2-TZVPD def2/J DEFGRID3
* xyz 1 1
Pt 0.901 0.919 -0.282
C 3.270 1.889 3.050
C 2.687 1.710 1.693
N 1.418 1.630 1.459
N 0.458 1.625 2.416
C -0.689 1.197 1.922
O -0.881 0.859 0.681
C -1.854 1.126 2.824
C -1.688 1.203 4.206
C -2.789 1.108 5.039
C -4.058 0.945 4.500
C -4.227 0.879 3.124
C -3.129 0.964 2.286
C 3.513 1.599 0.479
C 4.892 1.699 0.473
C 5.567 1.681 -0.741
C 4.847 1.583 -1.917
C 3.469 1.447 -1.848
N 2.826 1.429 -0.685
H 2.474 1.972 3.783
H 3.881 2.792 3.082
H 3.907 1.041 3.309
H -0.697 1.337 4.615
H -2.659 1.162 6.112
H -4.916 0.868 5.154
H -5.218 0.762 2.706
H -3.248 0.916 1.213
H 5.425 1.807 1.406
H 6.645 1.763 -0.764
H 5.334 1.596 -2.881
H 2.856 1.331 -2.730
C 0.187 -4.446 -2.310
C -0.738 -3.730 -1.339
N -1.387 -2.558 -1.933
C -0.844 -1.350 -2.030
S 0.792 -1.099 -1.556
N -1.577 -0.334 -2.489
C -2.879 -0.457 -3.137
C -2.794 -1.023 -4.548
H 0.636 -5.311 -1.823
H 0.989 -3.788 -2.641
H -0.361 -4.796 -3.185
H -0.204 -3.404 -0.448
H -1.543 -4.392 -1.021
H -2.346 -2.664 -2.223
H -1.062 0.521 -2.625
H -3.315 0.541 -3.148
H -3.539 -1.053 -2.500
H -2.226 -0.357 -5.196
H -3.794 -1.134 -4.967
H -2.310 -2.000 -4.564
*
```

* LUMO level: -3.629 eV
* ΔE to the lowest compared entry with this formula, charge and spin: 21.4 kJ/mol
* highest occupied orbital energy: -11.02 eV